DFT (ωB97M-V with the def2-TZVPD basis set) results for the molecule C4H9N3S.

Highest occupied orbital energy = -7.960 eV
Max |F| = 1.79 eV/Å
SMILES = CSN1C=NNCC1
ΔE to the lowest compared entry with this formula, charge and spin = 1.698 eV
Energy = -720.21097 Ha

Geometry as ORCA input:
```
! RIJCOSX wB97M-V def2-TZVPD def2/J DEFGRID3
* xyz 0 1
C 2.60853 0.22966 1.02634
S 1.86326 -0.14967 -0.56885
N 0.21182 -0.05525 -0.19349
C -0.53201 -1.23412 -0.04969
N -1.78344 -1.29162 0.14338
N -2.48061 -0.10732 0.38268
C -1.79235 1.15883 0.29310
C -0.56172 1.09619 -0.62368
H 3.69061 0.19257 0.90609
H 2.34448 1.23548 1.36288
H 2.27509 -0.48768 1.75863
H 0.03906 -2.15137 -0.13636
H -3.35109 -0.14455 -0.09009
H -2.46862 1.92714 -0.02989
H -1.43102 1.45818 1.33373
H 0.01747 2.02586 -0.51896
H -0.89727 1.01503 -1.68885
*
```



DFT (ωB97M-V with the def2-TZVPD basis set) results for a cluster of 2 separate species, C3H10Cl2Si2 in total.

Highest occupied orbital energy = -8.537 eV
Max |F| = 3.50 eV/Å
ΔE to the lowest compared entry with this formula, charge and spin = 3.024 eV
Energy = -1619.65008 Ha

Geometry as ORCA input:
```
! RIJCOSX wB97M-V def2-TZVPD def2/J DEFGRID3
* xyz 0 1
C 0.95922 -1.07157 -0.95584
C -1.67599 0.44686 -0.71310
C 1.16125 2.02559 -0.26070
Si -0.07829 -0.57155 2.08425
Si 0.16893 0.35792 -0.13478
Cl -2.21341 -2.89570 0.39110
Cl 1.45848 -1.59252 2.94459
H 2.03808 -1.17706 -0.58891
H 0.33366 -1.97616 -0.57041
H 0.92452 -1.14067 -2.10045
H -2.32074 0.13913 0.14325
H -2.03452 1.39045 -1.27795
H -1.65769 -0.45290 -1.28872
H 2.17448 1.97000 0.04756
H 1.17958 2.34434 -1.23680
H 0.62176 2.80136 0.32503
H -1.03932 -0.59752 3.19189
*
```



DFT (ωB97M-V with the def2-TZVPD basis set) results for a cluster of 2 separate species, C5H6FN3O4 in total.

Highest occupied orbital energy (alpha / beta) = -7.345 / -7.345 eV
Max |F| = 4.60 eV/Å
ΔE to the lowest compared entry with this formula, charge and spin = 2.853 eV
Energy = -759.04174 Ha

Geometry as ORCA input:
```
! RIJCOSX wB97M-V def2-TZVPD def2/J DEFGRID3
* xyz 0 1
C 1.52789 -1.32936 0.31902
C -0.55043 -0.50043 -0.78795
C 2.26287 1.78723 -1.15125
C -1.05587 -0.53648 1.50759
C 1.31855 -0.87467 1.60961
N 0.30592 -1.48548 -0.55653
N -1.33663 -0.05042 0.21754
N -2.08658 1.13249 -0.10963
O 3.26154 1.80920 -1.75115
O 2.46800 -2.01625 -0.08987
O -0.91042 -0.18983 -2.01036
O 1.25103 1.81191 -0.60161
F 1.76195 0.35531 2.02116
H -1.24295 -1.55489 1.63869
H -1.39957 0.25771 2.32647
H 0.62701 -2.03636 -1.33577
H -1.77953 1.81383 0.62130
H -3.08763 0.92720 -0.00827
H -1.33514 0.67930 -1.85900
*
```



DFT (ωB97M-V with the def2-TZVPD basis set) results for the molecule C22H24O4.

Highest occupied orbital energy = -8.019 eV
Max |F| = 5.80 eV/Å
SMILES = C=CCC1=C[C@@]2(CC=C)[C@H](C)[C@@H](c3ccc4c(c3)OCO4)[C@@H](C1=O)[C@@H]2O
ΔE to the lowest compared entry with this formula, charge and spin = 6.494 eV
Energy = -1153.49051 Ha

Geometry as ORCA input:
```
! RIJCOSX wB97M-V def2-TZVPD def2/J DEFGRID3
* xyz 0 1
C 4.01410 0.75411 1.14245
C 2.94117 -0.10759 1.31601
C 2.09538 -0.40154 0.05841
C 0.65470 -0.24129 0.55362
C 0.03074 1.00363 0.37706
C -1.19798 1.28143 1.16243
C -0.98111 2.72069 1.46264
C 0.32384 3.00462 2.19612
C 1.22587 3.97074 1.87492
C -2.39659 0.86372 0.20258
C -3.56425 1.74161 0.40364
C -2.70963 -0.61584 0.55219
C -2.83533 -1.65701 -0.60626
C -3.63298 -2.77610 -0.56485
C -3.62478 -3.79515 -1.58289
C -2.68954 -3.68786 -2.56635
C -1.82311 -2.63265 -2.60946
C -1.94993 -1.62481 -1.71789
O -1.02514 -2.74296 -3.63046
C -1.30252 -3.99541 -4.29252
O -2.38326 -4.63176 -3.44091
C -1.61476 -0.95222 1.66100
C -0.14908 -1.30240 1.24605
O 0.34418 -2.45640 1.29380
C -1.49504 0.45839 2.33242
O -2.65827 0.75836 2.95197
H 4.42549 0.98522 2.15267
H 4.15234 1.41965 0.27894
H 2.71395 -0.64664 2.20716
H 2.22517 -1.30572 -0.38921
H 2.36786 0.34941 -0.74502
H 0.50575 1.68479 -0.32256
H -1.09111 3.35334 0.61251
H -1.71550 2.92157 2.23882
H 0.70467 2.44615 3.02184
H 2.13590 4.14509 2.44164
H 1.00342 4.79959 1.18895
H -2.12119 1.04432 -0.81623
H -3.89689 1.94597 1.44082
H -4.44021 1.44971 -0.17370
H -3.32797 2.74487 -0.05166
H -3.66205 -0.62654 1.06510
H -4.28588 -2.91056 0.28778
H -4.23404 -4.70983 -1.54731
H -1.34002 -0.77035 -1.84510
H -0.37601 -4.67707 -4.37714
H -1.80071 -3.77725 -5.16354
H -1.98719 -1.70259 2.39496
H -0.79044 0.57442 3.13207
H -3.10125 1.52577 2.57331
*
```